Molecular formula: C17H51N9O8
Method: DFT, ωB97M-V/def2-TZVPD

DFT total energy = -1773.08496 a.u.
LUMO = 0.4 eV
SMILES = COC[C@H](C)N.COC[C@H](C)N.COC[C@H](C)N.NC(N)=O.NC(N)=O.NC(N)=O.OCCO
Energy relative to the best compared isomer or geometry (same formula, charge and spin) = 11.7 kcal/mol
Kohn-Sham gap = 9.6 eV
Highest occupied orbital energy = -9.1 eV

```
! wB97M-V def2-TZVPD RIJCOSX def2/J DEFGRID3
* xyz 0 1
O 3.346 -0.430 -0.842
O -1.016 -0.656 -4.967
O -3.800 -0.837 -4.452
O 1.372 -1.295 7.119
O -0.901 -1.426 -1.734
O -4.308 0.163 1.263
O -2.892 -3.528 -3.822
O -0.001 3.222 1.834
N 4.606 -2.238 -3.776
N -5.458 1.673 2.551
N 1.973 5.412 -0.366
N 0.038 0.335 5.155
N -1.629 -5.346 -4.392
N -2.966 -0.429 -1.693
N -6.580 0.029 1.417
N -1.810 -0.796 0.249
N -1.082 -4.038 -2.578
C 0.479 3.783 0.644
C 2.299 -1.820 8.037
C 1.168 5.856 1.884
C 4.731 -1.332 -2.610
C 1.223 -0.777 3.359
C 2.121 0.179 -0.460
C -0.932 2.197 1.623
C -3.347 -0.325 -5.710
C -1.971 -0.867 -6.029
C -1.834 -0.901 -1.096
C 3.385 -0.711 -2.236
C 5.860 -0.342 -2.886
C 1.954 -1.099 5.834
C -5.369 0.617 1.681
C -1.941 -4.280 -3.599
C 1.624 4.756 0.894
C 0.870 -0.867 4.830
H 1.931 -1.527 9.026
H 2.500 -1.318 -2.450
H 2.501 4.214 1.243
H 3.775 -2.816 -3.640
H -3.806 -0.480 -1.142
H 0.385 6.427 1.384
H 0.522 1.205 4.938
H -6.510 -0.770 0.810
H -0.982 -1.091 0.729
H -1.097 -1.443 -4.418
H -2.023 -1.957 -6.153
H -0.118 0.373 6.159
H -0.162 -4.437 -2.522
H -1.530 -0.479 -6.950
H -0.626 1.438 0.897
H -4.033 -0.624 -6.508
H -1.108 -3.129 -2.122
H 0.042 -1.578 4.932
H -2.610 -0.412 0.736
H 2.653 -0.254 5.852
H -0.770 -5.856 -4.386
H 2.024 6.496 2.090
H 0.774 5.393 2.784
H 2.538 -1.993 5.577
H 1.295 -0.143 -1.097
H 3.305 0.254 -2.762
H -4.660 2.131 2.948
H 4.313 -1.668 -4.573
H 1.842 -0.016 0.577
H 0.350 -0.632 2.725
H -0.318 4.296 0.083
H 1.703 0.199 3.192
H 2.345 1.251 -0.494
H 1.216 5.974 -0.740
H 6.753 -0.813 -3.289
H 5.474 0.477 -3.492
H 6.195 0.013 -1.907
H -2.178 -5.380 -5.237
H -1.923 2.504 1.261
H 0.855 3.061 -0.098
H -3.347 0.753 -5.556
H 2.337 -2.912 7.975
H -6.358 1.968 2.870
H -3.473 -1.743 -4.379
H 1.922 -1.559 3.070
H 2.183 4.751 -1.108
H -1.142 1.707 2.576
H -7.430 0.190 1.915
H -3.038 -0.522 -2.697
H 4.982 -1.994 -1.775
H 3.316 -1.413 8.023
*
```

Molecular formula: C17H52AsF6O9
Method: DFT, ωB97M-V/def2-TZVPD

DFT total energy = -4191.11944 a.u.
LUMO = 1.9 eV
Energy relative to the best compared isomer or geometry (same formula, charge and spin) = 51.8 kcal/mol
Kohn-Sham gap = 8.8 eV
Highest occupied orbital energy = -6.9 eV

```
! wB97M-V def2-TZVPD RIJCOSX def2/J DEFGRID3
* xyz -1 1
As -0.089 0.413 -0.135
F -1.874 0.615 -0.484
F 0.094 2.091 0.515
F 1.624 0.174 0.396
F 0.283 1.194 -1.709
F -0.256 -1.273 -0.736
F -0.679 -0.142 1.482
O 0.588 5.584 -0.808
O 4.646 2.883 -2.057
O 1.996 -6.383 -1.082
O -1.682 4.209 2.844
O -0.325 0.419 -4.186
O -2.119 -3.380 -0.301
O -0.881 3.876 -2.445
O -1.277 1.588 3.616
O 4.112 0.118 1.178
C 2.462 -4.596 0.470
C 1.659 5.102 0.054
C -3.317 -2.612 -0.047
C 3.316 2.356 -2.303
C 1.464 -5.136 -0.562
C -3.789 -2.002 -1.420
C 1.224 -4.252 -1.803
C -2.659 1.428 5.548
C -2.177 0.800 4.269
C -1.479 -0.320 -4.620
C -4.399 -3.513 0.589
C -3.366 0.414 3.388
C 5.773 -1.693 1.362
C 4.504 -1.207 -0.697
C 4.395 -1.183 0.827
C -2.270 4.059 -2.392
C -2.352 4.358 1.605
H -2.903 -1.720 -1.990
H 5.579 -1.977 2.397
H -1.647 -1.183 -3.976
H 3.235 1.653 -3.132
H 3.465 -4.663 0.050
H 2.937 1.790 -1.452
H 1.206 -6.857 -1.353
H 3.638 -0.625 -1.012
H 0.333 4.789 -1.283
H -4.428 -1.133 -1.262
H 2.535 4.658 -0.419
H 1.342 4.138 0.451
H -1.477 -2.687 -0.473
H -4.119 -3.957 1.544
H -3.189 3.664 1.517
H -1.690 -0.162 4.428
H 5.454 -0.697 -0.857
H -2.731 3.791 -3.342
H -2.735 5.370 1.479
H -5.340 -2.974 0.698
H -1.843 1.776 6.181
H 0.668 -4.845 -2.528
H -0.953 1.057 2.885
H 2.625 3.163 -2.548
H 3.622 -1.877 1.158
H 2.462 -5.089 1.442
H 2.197 -4.025 -2.239
H -1.392 3.303 2.975
H -3.377 2.233 5.390
H -2.949 -0.139 2.547
H 5.055 2.199 -1.523
H -3.918 1.240 2.939
H -4.075 -0.210 3.931
H -4.655 -4.265 -0.157
H -4.274 -2.735 -2.063
H -2.819 4.998 -2.317
H -2.362 0.319 -4.627
H 4.518 -2.213 -1.117
H -1.082 -0.557 -5.607
H 6.543 -0.922 1.340
H -3.117 0.704 6.221
H 6.266 -2.543 0.889
H 0.479 -5.350 -0.149
H -0.707 2.945 -2.289
H -0.286 0.416 -3.226
H 3.322 0.340 0.680
H 2.194 -3.551 0.627
H -2.713 3.449 -1.605
H -3.096 -1.760 0.596
H 1.947 5.886 0.755
H 0.805 -3.251 -1.700
H -1.697 4.093 0.774
*
```

Molecular formula: C17H58BCl2O11
Method: DFT, ωB97M-V/def2-TZVPD

DFT total energy = -2455.10369 a.u.
LUMO = 2.0 eV
Kohn-Sham gap = 6.9 eV
Highest occupied orbital energy = -4.9 eV

```
! wB97M-V def2-TZVPD RIJCOSX def2/J DEFGRID3
* xyz -1 1
Cl 0.945 -0.671 1.067
Cl -4.352 -0.966 0.020
O -5.139 -0.189 4.408
O 5.975 4.285 0.927
O 3.213 2.383 1.099
O -1.710 2.353 3.828
O 6.922 2.501 -3.343
O 2.417 4.879 -3.573
O 6.666 3.959 -6.519
O -5.178 -7.212 -2.999
O 1.187 -1.602 -3.187
O -0.444 0.888 -2.668
O -1.549 -5.381 3.563
C 2.676 5.519 -2.336
C 5.563 2.656 -3.710
C -1.290 -4.741 4.799
C -3.068 2.508 3.461
C -2.468 -0.929 2.757
C -0.078 0.368 2.271
C -4.020 -3.639 -1.638
C 5.307 4.114 -6.886
C 0.506 -2.413 -2.247
C -1.473 0.736 -1.707
C -0.909 -0.628 3.274
C 6.244 3.105 0.192
C -3.866 -7.352 -2.485
C 3.471 3.022 2.335
C -5.887 0.336 5.489
C -3.418 -3.762 -0.118
C -3.764 -2.503 0.873
B -2.391 -2.268 1.806
H -2.258 -4.000 -0.182
H 4.695 3.453 -6.268
H -5.759 -0.683 3.845
H 5.256 3.692 -3.546
H -3.204 -1.129 3.673
H -3.376 3.544 3.625
H -3.195 2.241 2.409
H -0.767 1.114 1.667
H 4.181 2.426 2.914
H -6.340 -0.484 6.053
H 7.255 2.758 0.415
H -3.481 -8.344 -2.733
H 6.145 3.310 -0.877
H -1.334 1.465 -0.905
H 0.110 -1.786 -1.444
H -5.175 -3.901 -1.622
H -3.895 -7.236 -1.399
H -5.120 -7.320 -3.963
H 7.184 4.558 -7.084
H 5.180 3.847 -7.938
H 1.208 -3.137 -1.828
H 2.536 3.135 2.890
H -5.218 0.899 6.144
H 3.899 4.009 2.142
H 2.833 1.511 1.302
H -3.500 -4.506 -2.272
H 4.951 1.995 -3.092
H 0.399 0.730 -2.211
H 5.524 2.335 0.481
H -2.225 -4.628 5.354
H 1.741 5.632 -1.781
H -0.380 -1.692 3.371
H -3.221 -6.581 -2.915
H -6.665 1.002 5.107
H 2.038 4.007 -3.370
H -2.375 -3.211 2.547
H 7.440 3.100 -3.908
H -1.446 -0.278 -1.300
H 0.690 1.052 2.874
H -2.438 0.907 -2.189
H 5.436 2.389 -4.762
H -3.681 1.847 4.079
H 3.385 4.922 -1.758
H -1.928 -6.253 3.766
H -0.581 -5.338 5.378
H -1.191 2.952 3.264
H -0.862 -3.755 4.606
H -3.916 -4.726 0.373
H -0.978 -0.117 4.341
H -3.766 -2.642 -2.197
H -0.309 -2.944 -2.745
H -4.599 -2.835 1.658
H 0.539 -0.970 -3.542
H 6.629 4.949 0.650
H -1.396 -2.325 1.175
H 5.000 5.150 -6.723
H 3.104 6.505 -2.529
H -2.872 0.034 2.228
*
```

Molecular formula: C17H58N8O12
Method: DFT, ωB97M-V/def2-TZVPD

DFT total energy = -2023.46373 a.u.
LUMO = 0.3 eV
SMILES = NC(N)=O.NC(N)=O.NC(N)=O.NC(N)=O.CCO.CCO.CCO.CCO.CCO.CO.CO.CO
Energy relative to the best compared isomer or geometry (same formula, charge and spin) = 0.0 kcal/mol
Kohn-Sham gap = 9.6 eV
Highest occupied orbital energy = -9.3 eV

```
! wB97M-V def2-TZVPD RIJCOSX def2/J DEFGRID3
* xyz 0 1
O 1.473 -5.011 -3.507
O 0.069 -0.922 -1.597
O 2.867 2.149 -0.385
O -3.044 -3.554 -1.795
O 0.348 1.126 -3.568
O 2.898 -4.147 1.650
O 0.683 3.974 1.133
O 4.396 2.134 -3.279
O 0.471 1.996 2.912
O -6.714 0.661 0.716
O -4.677 -0.225 5.304
O -2.766 -3.130 0.866
N 5.031 2.812 -0.233
N 3.459 4.087 0.582
N 3.670 0.310 -2.175
N 2.038 -2.872 -3.004
N 0.061 -3.668 -2.428
N 5.022 0.117 -3.900
N 1.280 2.964 -2.488
N 0.735 3.059 -4.602
C 0.141 2.069 5.305
C 4.370 0.928 -3.105
C -5.566 0.220 0.012
C -1.320 0.226 0.035
C 0.795 2.255 -3.536
C -4.967 1.473 -0.692
C -0.468 3.881 0.315
C 3.720 2.959 -0.044
C 0.075 -0.109 -0.453
C -3.386 -0.094 4.813
C -2.990 -0.996 3.672
C 3.985 -2.825 -0.011
C 1.214 -3.915 -3.042
C 2.738 -2.993 0.857
C -1.647 -3.799 1.450
C -0.105 1.305 3.990
C -3.071 -2.256 -2.385
H 4.074 4.881 0.602
H -1.880 -0.699 -0.097
H -1.171 1.320 3.770
H -0.472 4.611 -0.495
H -0.328 2.998 -0.313
H -3.553 -2.256 -3.364
H 0.637 -0.556 0.372
H 1.707 3.866 -2.598
H 1.815 -3.006 0.273
H 2.920 -2.949 -3.483
H 0.695 3.171 1.674
H 0.476 2.702 -5.506
H -3.714 -1.624 -1.772
H -1.428 3.804 0.825
H -6.881 0.046 1.435
H -4.764 0.609 5.772
H -0.762 -3.710 0.819
H -2.714 -2.010 3.962
H 1.034 4.016 -4.529
H -1.669 1.097 -0.521
H 1.460 2.469 -1.625
H -4.287 1.221 -1.506
H 3.740 -2.191 -0.865
H 2.614 -2.168 1.560
H -2.798 -3.423 -0.055
H -0.034 -2.732 -2.056
H 5.305 2.030 -0.808
H -3.822 -1.145 2.981
H 2.527 4.112 0.995
H -0.273 3.078 5.292
H -3.245 0.961 4.565
H -2.165 -0.581 3.094
H 3.091 0.788 -1.488
H 5.211 -0.871 -3.916
H -2.088 -1.794 -2.468
H -2.691 -0.424 5.594
H 5.345 0.616 -4.716
H 0.255 0.286 4.143
H 5.739 3.489 -0.009
H 1.185 2.238 5.574
H -4.832 -0.186 0.710
H -5.788 2.048 -1.122
H 1.684 -1.968 -2.730
H 0.107 -0.248 -2.293
H -0.621 -4.403 -2.362
H 2.984 -4.881 1.035
H -1.520 -3.232 2.373
H -3.261 -4.169 -2.499
H 1.413 1.793 2.922
H 3.964 -0.651 -2.103
H 4.153 -3.764 -0.543
H 4.831 -2.476 0.576
H -0.310 1.543 6.148
H 0.712 0.760 -0.634
H -4.380 2.093 -0.015
H -1.307 0.580 1.066
H -1.901 -4.816 1.755
H -5.840 -0.479 -0.779
*
```

Molecular formula: C17H59N23O13
Method: DFT, ωB97M-V/def2-TZVPD

DFT total energy = -2921.09934 a.u.
LUMO = 0.3 eV
SMILES = COCCNCCOC.NC(N)=O.NC(N)=O.NC(N)=O.NC(N)=O.NC(N)=O.NC(N)=O.NC(N)=O.NC(N)=O.NC(N)=O.NC(N)=O.NC(N)=O
Energy relative to the best compared isomer or geometry (same formula, charge and spin) = 0.0 kcal/mol
Kohn-Sham gap = 8.9 eV
Highest occupied orbital energy = -8.6 eV

```
! wB97M-V def2-TZVPD RIJCOSX def2/J DEFGRID3
* xyz 0 1
O 5.649 -1.949 -0.872
O -2.555 1.132 5.010
O -1.304 3.317 -0.878
O -2.751 1.412 -4.173
O 0.539 -2.509 2.327
O 2.463 -5.413 0.782
O -5.567 2.886 -0.573
O -1.831 -5.569 -0.755
O -1.664 -1.775 -0.487
O 1.496 3.261 1.826
O 1.816 1.402 -4.286
O 2.380 -0.233 0.674
O 5.522 2.582 -0.971
N 0.296 0.293 0.124
N -0.960 0.904 -5.516
N 3.798 2.216 -3.256
N -3.645 -1.225 -1.411
N -0.693 3.336 1.972
N -0.166 -1.641 4.344
N -3.382 -3.395 -0.416
N 0.939 3.224 -1.360
N -4.668 1.863 1.971
N 4.272 -4.500 -0.264
N 4.801 0.682 -0.058
N 4.343 -2.731 -2.485
N -0.901 0.191 -3.342
N 3.785 2.726 0.513
N 1.252 -1.731 -0.706
N 2.662 0.444 -2.431
N 0.306 -6.332 -0.954
N -1.508 -1.673 2.371
N 5.915 -1.087 -2.936
N -0.288 -5.048 0.852
N 3.122 -3.309 1.262
N -0.568 3.461 -2.974
N 0.693 3.786 3.860
C 5.309 -1.915 -2.070
C 3.238 -4.509 0.624
C -2.815 1.332 6.392
C -3.727 1.136 4.222
C 0.469 3.430 2.548
C -4.717 3.693 -1.397
C 2.712 1.343 -3.422
C -0.649 -5.631 -0.298
C -1.564 0.945 -4.251
C -4.226 1.282 0.664
C -0.304 -1.970 3.023
C 4.766 2.062 -0.162
C -5.217 1.568 -0.460
C 1.369 -0.596 0.148
C -3.671 2.132 2.969
C -2.849 -2.144 -0.789
C -0.355 3.273 -1.636
H 4.346 2.232 -2.394
H 0.785 -1.512 4.683
H -1.057 0.519 -2.395
H 4.084 2.753 -4.052
H -1.643 -2.037 1.458
H 3.923 -3.410 -1.900
H 3.437 0.349 -1.801
H -5.312 2.625 1.708
H 0.100 3.334 -3.713
H 4.600 -5.429 -0.444
H 0.050 0.085 -3.594
H 1.984 -0.320 -2.248
H 1.630 3.515 4.072
H -0.604 -0.121 0.052
H 3.740 -2.443 -3.225
H -3.206 -0.357 -1.764
H 6.755 -0.695 -2.562
H -1.863 0.943 6.756
H -2.294 -1.858 2.991
H -3.691 3.151 3.349
H -3.929 0.085 3.914
H 3.059 2.285 1.016
H 2.064 -2.290 -0.543
H -4.866 3.482 -2.505
H -4.570 1.437 4.789
H -0.756 3.257 0.928
H 3.989 -2.820 1.469
H -1.496 3.651 2.427
H -5.122 4.741 -1.276
H 4.202 0.275 0.622
H 0.346 -2.136 -0.736
H -2.886 -4.280 -0.662
H 5.600 0.186 -0.410
H -4.849 1.254 -1.472
H -0.777 -0.869 4.626
H 0.319 -6.386 -1.950
H 0.418 1.169 0.577
H -1.561 3.373 -3.154
H -6.162 1.002 -0.321
H 4.907 -3.699 -0.188
H -4.149 0.175 0.873
H -0.019 3.473 4.517
H -4.389 -3.504 -0.432
H 0.636 -5.092 1.276
H 2.384 -3.149 1.940
H 1.188 3.140 -0.376
H -2.692 1.883 2.539
H 3.711 3.716 0.574
H 5.980 -1.423 -3.879
H -1.044 -4.591 1.308
H -4.555 -1.404 -1.787
H 1.234 -6.323 -0.564
H 1.486 2.758 -2.059
H -1.446 1.423 -6.223
H -2.892 2.401 6.595
H 0.022 1.021 -5.409
H -3.644 0.794 6.846
H -3.211 1.615 0.392
H -3.666 3.620 -1.145
*
```